The following is a DFT calculation (wB97M-V/def2-TZVPD) of a 15-piece molecular cluster, C45H87N3O15S3 overall.

```
153
Properties=species:S:1:pos:R:3:forces:R:3
C -2.352130 -3.014607 1.297319 0.46 -0.07 0.48
C -3.453574 -3.381866 2.251787 1.42 1.05 0.77
O -3.155685 -3.601829 3.425458 -0.89 -0.15 -1.18
C -4.855060 -3.329181 1.771041 -2.04 -0.63 0.57
H -1.441070 -2.847464 1.871892 0.03 -0.16 -0.01
H -2.526341 -2.079114 0.765717 -0.35 -0.27 -0.34
H -2.174198 -3.869118 0.644442 -0.03 0.20 -0.46
H -5.182183 -3.812820 0.850612 0.90 -0.50 -0.21
H -5.316304 -2.355502 1.605765 0.77 0.60 0.35
H -5.447120 -3.785661 2.564252 -0.18 -0.03 0.03
C 6.234685 1.372427 -2.318661 -0.56 0.31 -0.04
C 5.537706 1.967165 -3.508553 -0.98 -0.23 -1.13
O 6.164652 2.196533 -4.521855 -0.31 0.13 0.13
C 3.996385 2.325758 -3.422549 2.32 -0.41 0.71
H 6.140623 2.128427 -1.539102 0.34 -0.09 0.32
H 7.271135 1.172703 -2.590671 -0.14 0.04 0.22
H 5.724775 0.482799 -1.948994 0.04 -0.06 0.01
H 3.453134 1.536653 -2.902642 -0.12 -0.07 -0.38
H 3.615664 2.610414 -4.403430 -0.03 -0.10 0.30
H 4.046544 3.150795 -2.711997 -0.53 0.44 -0.12
C 1.629887 -2.276620 -6.011542 0.64 -0.08 0.21
C 1.171397 -3.492838 -5.302175 -1.03 -2.04 0.37
O 1.352658 -4.607401 -5.780451 -0.05 0.96 0.48
C 0.427610 -3.319213 -3.971295 0.85 -0.18 -0.04
H 2.160699 -1.677296 -5.271861 0.00 0.37 -0.21
H 0.782596 -1.715696 -6.405964 0.08 0.06 -0.03
H 2.314513 -2.634173 -6.780659 -0.15 0.41 -0.20
H 0.481593 -4.206777 -3.340888 0.05 -0.23 -0.45
H -0.631663 -3.111970 -4.123200 0.09 0.41 -0.07
H 0.949656 -2.560824 -3.387840 -0.50 0.37 -0.05
C 6.289465 -1.655514 2.782408 0.31 0.36 -0.16
C 5.197313 -1.039744 1.931170 -0.58 -0.78 -0.61
O 5.436006 -0.561893 0.840764 0.20 0.06 0.37
C 3.771848 -1.084072 2.443806 0.60 0.44 0.11
H 6.158857 -1.475232 3.849439 -0.04 0.24 -0.04
H 7.232305 -1.248402 2.417161 0.07 -0.06 0.23
H 6.331511 -2.739583 2.676871 -0.28 -0.07 -0.27
H 3.058661 -1.435532 1.698202 0.21 -0.20 0.05
H 3.550158 -0.029331 2.606533 -0.32 0.10 0.31
H 3.720995 -1.626733 3.387757 -0.28 0.00 -0.11
C -1.671448 4.485428 -4.612594 0.12 0.87 0.38
C -1.253607 5.044071 -3.221976 0.25 0.53 -0.04
O -2.097127 5.351688 -2.406145 0.72 -0.50 -0.60
C 0.253640 5.452333 -3.006121 -1.81 -0.39 0.26
H -2.700180 4.806927 -4.775186 -0.04 -0.15 0.06
H -1.602389 3.418359 -4.824013 0.22 -0.05 0.54
H -1.043951 5.012398 -5.331381 0.08 -0.11 -0.23
H 0.910370 4.598043 -3.170374 0.13 0.16 -0.08
H 0.303896 5.833010 -1.985988 0.22 -0.24 0.01
H 0.473167 6.288231 -3.670335 0.15 -0.19 -0.26
C -0.535580 5.554929 3.387832 -0.01 -0.85 0.06
C -0.526563 4.649301 2.192544 0.24 2.65 -1.11
O -0.732593 3.419713 2.173090 -0.46 -2.81 0.55
C -0.254537 5.389378 0.911527 0.09 -0.17 0.79
H -1.002078 5.044386 4.230346 0.02 0.10 0.18
H -0.987913 6.537268 3.251823 -0.43 0.03 -0.22
H 0.496314 5.799150 3.640117 0.69 0.12 0.54
H 0.451124 6.182887 1.157445 0.10 0.62 -0.29
H -1.181383 5.804030 0.515127 -0.05 0.32 -0.43
H 0.221368 4.771522 0.150040 -0.01 -0.34 -0.19
C -0.254550 -5.873608 4.558912 0.71 0.99 -0.52
C 0.616849 -5.145349 3.535923 -0.03 -0.72 -0.60
O 1.205013 -5.791187 2.668491 -0.69 0.94 1.00
C 0.734598 -3.621219 3.615261 0.27 -1.30 -0.64
H -0.574884 -6.806618 4.095251 -0.11 0.04 0.46
H -1.044905 -5.205508 4.901088 -0.30 -0.31 -0.20
H 0.400038 -6.005863 5.420381 -0.01 -0.47 0.13
H -0.132733 -3.136579 4.063556 0.23 -0.09 0.00
H 0.892550 -3.342591 2.573385 -0.05 0.58 0.11
H 1.670888 -3.426327 4.138215 -0.09 0.30 0.20
C 2.718203 3.706884 1.979807 -0.73 -0.74 -0.24
C 4.186654 3.591794 2.104667 0.44 2.17 1.25
O 4.731914 3.751475 3.188661 0.03 -0.77 -0.73
C 4.987016 3.615223 0.826558 0.76 -0.62 0.46
H 2.170873 3.842190 2.912674 0.29 -0.09 0.01
H 2.414351 2.766560 1.519845 -0.54 -0.15 -0.03
H 2.405988 4.483769 1.281899 0.19 0.12 -0.13
H 6.013892 3.344696 1.072410 0.02 -0.18 -0.03
H 5.047644 4.653786 0.501261 -0.40 -0.04 -0.32
H 4.610595 2.925243 0.071347 -0.15 0.30 -0.15
C -6.672579 1.989521 -1.543877 0.44 0.32 0.76
C -5.527650 2.939043 -1.942108 0.72 -1.93 -0.45
O -5.739930 4.050254 -2.328988 -0.07 0.75 0.02
C -4.077736 2.313574 -2.026590 -1.10 0.26 0.17
H -6.987674 1.331622 -2.353802 0.21 0.19 -0.15
H -7.528584 2.549905 -1.167933 0.02 0.21 -0.27
H -6.352021 1.339868 -0.729465 0.16 -0.14 -0.07
H -4.119412 1.445272 -2.684165 -0.16 0.07 -0.43
H -3.724663 1.861064 -1.099939 -0.22 0.43 0.34
H -3.378966 3.064262 -2.395766 -0.10 -0.06 0.09
C -5.838286 1.535035 3.229993 -0.19 0.12 -1.31
C -5.166228 0.930607 2.045143 -1.74 1.11 3.33
N -4.674229 0.436621 1.160337 1.37 -1.29 -2.39
H -5.689603 0.981046 4.156862 0.51 0.28 -0.18
H -6.909755 1.577844 3.034535 -0.06 -0.20 -0.15
H -5.526360 2.579428 3.222623 0.26 -0.09 0.65
C -3.772866 -2.034251 -2.155912 -0.91 0.58 -0.42
C -5.103345 -1.469628 -2.495469 0.00 0.42 0.39
N -6.096305 -0.966808 -2.798655 0.55 -0.53 0.11
H -3.105542 -1.254952 -1.787850 -0.05 0.03 -0.10
H -3.421111 -2.392310 -3.123465 0.47 -0.41 0.36
H -3.852348 -2.793960 -1.378332 0.01 -0.13 -0.33
C -0.352586 1.378657 -6.829224 0.69 -0.53 -0.31
C 0.296236 1.178246 -5.534706 -0.74 0.76 -0.73
N 0.856961 1.000765 -4.558410 0.43 -0.20 0.89
H -1.021142 0.533163 -6.991288 -0.17 0.24 -0.16
H 0.469838 1.307973 -7.541060 -0.10 -0.14 -0.29
H -0.825906 2.339150 -7.033020 -0.11 -0.11 0.63
C -0.440698 1.943276 -1.151963 -1.01 0.99 -1.91
C 1.053941 1.805168 -1.236289 0.21 1.10 -0.79
C 1.465105 0.370840 -1.197743 0.40 -1.30 0.49
S 0.067276 -0.562977 -0.386513 -1.10 2.06 -0.24
O 0.538282 -1.014500 0.911049 -0.17 -0.47 -0.37
O -0.670832 -1.491853 -1.253520 0.95 0.25 0.35
C -0.978583 0.999316 -0.187198 1.55 -1.48 1.98
H -0.958752 1.740208 -2.089244 0.37 0.30 -0.65
H -0.657767 2.970148 -0.857806 -0.32 -0.01 0.08
H 1.514097 2.422781 -0.464986 -0.05 -0.39 0.41
H 1.381598 2.296986 -2.152179 0.07 -0.26 -0.22
H 2.322759 0.242236 -0.537447 -0.08 -0.34 0.10
H 1.728089 -0.080816 -2.154272 -0.41 0.03 -0.09
H -0.527212 1.408867 0.716477 -0.80 -0.34 1.06
H -2.051416 0.811281 -0.145170 0.26 -0.13 0.07
C 0.700841 -5.943518 -0.952710 0.09 1.99 -0.08
C 1.974306 -6.739638 -0.705795 0.02 -0.15 -0.18
C 3.126502 -5.915514 -1.330484 -0.81 0.58 0.88
S 2.757846 -4.104725 -0.777095 -0.18 -1.68 -0.23
O 2.950266 -3.174264 -1.897420 -0.29 -0.89 1.26
O 3.415115 -3.882675 0.507109 -0.30 0.11 -1.12
C 0.958629 -4.478885 -0.450756 0.82 0.22 0.40
H -0.199586 -6.340593 -0.484020 0.15 -0.09 0.02
H 0.549972 -5.870398 -2.029741 -0.24 -0.26 -0.09
H 1.874707 -7.688975 -1.232044 0.18 -0.07 -0.16
H 2.068065 -7.018278 0.343803 0.34 0.50 0.11
H 3.015629 -6.008392 -2.410842 0.24 0.45 -0.04
H 4.122967 -6.209686 -1.000907 -0.08 0.26 0.00
H 0.426574 -3.595068 -0.802726 -0.35 -0.44 -0.80
H 0.839110 -4.390583 0.629067 0.39 -0.40 0.11
C -1.374315 0.901430 4.121346 0.96 0.60 0.15
C -1.023729 -0.591218 4.346500 -1.26 0.19 0.43
C -2.012964 -1.124026 5.438493 0.22 0.63 0.90
S -2.777336 0.386819 6.282023 2.34 0.78 -0.53
O -2.601142 0.412595 7.728391 -0.30 -0.56 -0.88
O -4.050659 0.688308 5.699577 -1.51 -0.51 -0.08
C -1.660306 1.567221 5.466863 -0.15 -0.95 0.88
H -2.204538 1.012671 3.423879 -0.11 -0.04 0.15
H -0.548418 1.462989 3.684723 0.00 -0.10 -0.35
H -0.017052 -0.792522 4.712806 0.10 0.54 0.03
H -1.084077 -1.123505 3.397214 -0.29 -0.05 0.07
H -1.425499 -1.566721 6.242856 -0.21 -0.20 0.07
H -2.820813 -1.804763 5.169991 0.09 0.20 -0.30
H -0.797201 1.625818 6.129973 0.36 -0.17 -0.23
H -2.115217 2.556640 5.513821 -0.26 -0.20 -0.49
```
Positions in Å, forces in eV/Å.

LUMO energy (spin up / spin down): 1.560 / 1.551 eV
gap between HOMO and LUMO (spin up / spin down): 1.707 / 6.463 eV
M: 1006.40 g mol⁻¹
maximum force: 0.0761 Eh/bohr
net charge: -1
spin multiplicity: 2
E_HOMO (spin up / spin down): -0.15 / -4.91 eV

=====

The following is a DFT calculation (wB97M-V/def2-TZVPD) of C24H16AsF5N2O8SSr as an isolated structure.

```
58
Properties=species:S:1:pos:R:3:forces:R:3
Sr 0.886646 0.212186 0.524491 -1.58 0.63 1.54
O -0.072761 -3.991940 1.383866 0.13 -0.05 0.14
C 0.510450 -3.104685 0.768683 -0.13 0.10 -0.02
O 1.124384 -2.095621 1.244074 0.15 -0.06 -0.49
C 0.536080 -3.296433 -0.763044 -0.05 0.14 -0.12
C 0.873034 -4.549309 -1.187170 -0.04 -0.03 -0.11
C 0.906617 -4.883211 -2.553119 0.11 -0.09 -0.07
C 0.513057 -3.981287 -3.516265 -0.09 0.28 0.51
C 0.121622 -2.722002 -3.087907 -0.24 -0.39 -0.43
C 0.198811 -2.257970 -1.725459 0.24 -0.02 0.26
O 0.063403 -1.041230 -1.415278 0.12 -0.28 -0.14
N -0.355769 -1.839464 -4.134641 0.66 0.83 0.21
O 0.175208 -1.916891 -5.243232 -0.20 -0.32 -0.16
O -1.166596 -0.979434 -3.854807 -0.28 -0.26 -0.06
N 1.318929 -6.198125 -2.966469 -0.19 -0.35 -0.01
O 1.247869 -6.496753 -4.155730 0.07 0.13 0.00
O 1.702544 -6.989479 -2.115699 0.07 0.11 0.03
H 1.087108 -5.297871 -0.438303 0.02 -0.05 -0.05
H 0.491099 -4.239863 -4.561166 0.00 -0.01 -0.05
F -0.337567 7.478461 1.636612 -0.02 0.01 -0.02
C 0.164500 6.251043 1.879482 -0.03 -0.01 -0.04
C -0.266046 5.151628 1.158872 0.06 0.05 0.09
F -1.192137 5.315537 0.202205 -0.03 0.02 -0.03
C 0.260296 3.901583 1.420206 0.11 0.08 -0.04
F -0.196486 2.903309 0.655740 0.05 -0.14 0.03
C 1.241061 3.662936 2.395678 -0.14 0.01 -0.14
S 1.895406 2.103255 2.750960 0.24 -0.14 -0.03
C 1.642351 4.808773 3.090805 0.05 0.04 0.08
F 2.582447 4.716650 4.047938 -0.01 0.03 0.00
C 1.126751 6.067861 2.850913 0.04 -0.03 0.01
F 1.561984 7.131035 3.557131 0.01 0.00 0.01
C 3.201532 -0.799424 -0.818537 0.40 0.08 -0.28
As 2.780166 0.724566 -1.970199 0.30 -0.15 0.14
C 1.977307 0.201151 -3.625079 -0.01 0.04 0.08
C 4.540510 1.353335 -2.439829 -0.04 0.10 0.08
O 1.911647 1.848436 -1.112386 0.25 -0.38 -0.40
H 4.009869 -1.374570 -1.270692 -0.02 0.02 -0.06
H 2.382052 -1.485476 -0.592294 0.13 0.06 -0.12
H 3.586671 -0.368566 0.114269 -0.01 -0.06 -0.10
H 2.269231 -0.811082 -3.898512 -0.03 -0.02 0.00
H 2.293591 0.900256 -4.397421 -0.03 0.02 -0.01
H 0.904691 0.261887 -3.461155 -0.04 -0.04 -0.09
H 5.038669 0.615643 -3.067797 0.01 0.00 0.00
H 5.102342 1.510839 -1.521345 0.04 0.04 -0.02
H 4.439396 2.295821 -2.974353 0.03 0.01 0.00
C -1.480692 0.224924 1.717627 -0.15 0.06 -0.06
C -2.583114 0.205358 2.260851 0.04 0.00 -0.07
C -3.872194 0.148932 2.868048 -0.08 0.01 0.06
C -4.367710 -1.039544 3.427672 0.08 -0.10 -0.01
C -5.621845 -1.097312 4.012158 -0.05 0.03 0.02
C -6.435927 0.029800 4.063874 0.10 0.00 -0.04
C -5.962133 1.216816 3.515334 -0.06 -0.02 0.03
C -4.708103 1.275213 2.930441 0.06 0.08 -0.04
H -3.740336 -1.921584 3.388168 -0.01 0.02 0.00
H -5.968589 -2.035621 4.431771 0.00 0.01 0.00
H -7.417198 -0.016254 4.521277 0.00 0.00 0.00
H -6.577470 2.109969 3.543116 0.00 -0.01 0.00
H -4.346660 2.203800 2.505628 0.00 -0.02 0.01
```
Positions in Å, forces in eV/Å.

LUMO energy: 3.819 eV
gap between HOMO and LUMO: 6.267 eV
M: 750.00 g mol⁻¹
maximum force: 0.0446 Eh/bohr
net charge: -2
E_HOMO: -2.45 eV